{
  "formula": "C38H47FeN8O3S2Si",
  "method": "ωB97M-V with the def2-TZVPD basis set",
  "elements": ["Fe", "N", "C", "N", "C", "N", "N", "C", "C", "C", "C", "C", "C", "N", "C", "C", "C", "C", "C", "C", "H", "H", "H", "H", "H", "H", "H", "H", "H", "H", "H", "N", "C", "C", "C", "C", "C", "C", "S", "N", "C", "C", "C", "C", "C", "C", "N", "H", "H", "H", "H", "H", "H", "H", "H", "H", "C", "C", "C", "C", "O", "Si", "S", "O", "C", "C", "C", "C", "O", "C", "C", "C", "C", "H", "H", "H", "H", "H", "H", "H", "H", "H", "H", "H", "H", "H", "H", "H", "H", "H", "H", "H", "H", "H", "H", "H", "H", "H", "H", "H"],
  "positions_angstrom": [[-1.696328, 0.405597, -1.095441], [-1.719632, -3.084881, 1.371397], [-1.390557, -2.195939, 0.424941], [-1.946445, -1.037590, 0.286082], [-2.972963, -0.666362, 1.160125], [-3.651481, 0.424454, 0.975742], [-3.180759, 1.076998, -0.139570], [-3.697188, 2.195148, -0.501388], [-3.125190, 2.738289, -1.737490], [-3.611990, 3.878588, -2.355334], [-3.044588, 4.279418, -3.554424], [-2.014911, 3.523519, -4.090514], [-1.577646, 2.398985, -3.405657], [-2.111901, 2.004559, -2.257525], [-3.274973, -1.533142, 2.292722], [-4.167333, -1.163210, 3.303997], [-4.401836, -2.013647, 4.361200], [-3.745839, -3.246044, 4.427888], [-2.859735, -3.626804, 3.443330], [-2.628506, -2.761653, 2.376580], [-1.218784, -3.957330, 1.421788], [-0.590597, -2.471393, -0.250712], [-4.488281, 2.682767, 0.055433], [-4.416656, 4.434935, -1.897352], [-3.398140, 5.167162, -4.058510], [-1.538818, 3.800755, -5.019249], [-0.744857, 1.813786, -3.774065], [-4.651144, -0.200146, 3.237540], [-5.087913, -1.726365, 5.145594], [-3.926293, -3.906656, 5.264065], [-2.340697, -4.574391, 3.498966], [0.225506, -1.611421, -4.214303], [1.488865, -1.067365, -4.538390], [2.123253, -1.459212, -5.702745], [3.357735, -0.915522, -6.035279], [3.939171, 0.033096, -5.211621], [3.290188, 0.433279, -4.050062], [2.072165, -0.125658, -3.696444], [1.336312, 0.403650, -2.166006], [-0.222994, -0.286706, -2.294463], [-0.579057, -1.091147, -3.245585], [-2.026194, -1.435553, -3.269026], [-2.610078, -2.328596, -4.157578], [-3.979393, -2.530678, -4.100051], [-4.719492, -1.840626, -3.153195], [-4.062828, -0.974399, -2.294048], [-2.749248, -0.764999, -2.348780], [-0.187005, -2.215240, -4.902635], [1.658631, -2.194143, -6.347914], [3.855528, -1.234703, -6.938940], [4.894680, 0.466775, -5.467541], [3.738378, 1.180281, -3.409204], [-2.025282, -2.872369, -4.884306], [-4.457329, -3.217403, -4.783970], [-5.788049, -1.969175, -3.070644], [-4.598440, -0.430455, -1.528321], [1.416895, 0.410025, 5.066271], [0.543078, 1.086669, 4.018181], [-0.697896, 0.249496, 3.750992], [0.146837, 2.489803, 4.462476], [1.336758, 1.248807, 2.839217], [1.277322, 0.745925, 1.284922], [-0.362497, 1.625922, 0.323886], [1.262372, -0.903709, 1.151876], [2.351021, -1.825211, 1.357267], [2.998791, -2.098430, 0.005390], [1.738581, -3.099084, 1.927726], [3.389983, -1.288495, 2.334509], [2.704182, 1.210304, 0.637676], [3.522465, 2.380694, 0.754830], [4.668954, 2.168933, -0.224648], [2.703458, 3.606996, 0.370480], [4.063500, 2.517732, 2.172090], [0.883427, 0.328020, 6.013322], [2.328327, 0.984535, 5.228159], [1.691990, -0.593943, 4.742365], [-1.270938, 0.130765, 4.670978], [-0.417781, -0.741117, 3.388474], [-1.321823, 0.736469, 3.003694], [-0.431172, 2.456833, 5.386486], [-0.452401, 2.966418, 3.686505], [1.038075, 3.093485, 4.631946], [2.261280, -2.490976, -0.698601], [3.807343, -2.823979, 0.100437], [3.400765, -1.173291, -0.402238], [1.007832, -3.508293, 1.232482], [1.241469, -2.892093, 2.876909], [2.506157, -3.854523, 2.093988], [3.912490, -0.431810, 1.916317], [4.118583, -2.070791, 2.549398], [2.924869, -0.986886, 3.270639], [4.273549, 1.969006, -1.220033], [5.279645, 1.317916, 0.078299], [5.305293, 3.051787, -0.273143], [2.309234, 3.501447, -0.640758], [3.318883, 4.505658, 0.419859], [1.856540, 3.727435, 1.045954], [4.629596, 1.629932, 2.454634], [3.252881, 2.651153, 2.883850], [4.729042, 3.379346, 2.227834]],
  "atomic_forces_ev_per_a": [[-0.294, -0.594, -0.484], [0.005, 0.119, -0.060], [0.205, -0.111, 0.179], [-0.159, 0.154, 0.051], [-0.027, -0.024, 0.087], [0.121, -0.005, -0.092], [-0.255, 0.389, 0.055], [0.267, -0.352, -0.009], [-0.079, -0.094, 0.075], [0.095, -0.046, 0.001], [0.063, -0.076, -0.001], [-0.035, 0.035, 0.037], [0.152, 0.109, -0.026], [-0.102, 0.221, 0.291], [-0.011, 0.107, -0.041], [-0.002, -0.037, 0.011], [0.009, 0.020, -0.027], [0.014, 0.004, -0.025], [-0.044, 0.035, -0.005], [0.078, -0.047, 0.000], [0.063, 0.040, 0.020], [-0.009, 0.003, -0.011], [-0.029, -0.018, 0.003], [-0.032, 0.022, 0.014], [-0.013, 0.027, -0.024], [0.011, 0.011, -0.018], [-0.010, -0.038, -0.012], [-0.024, 0.030, -0.005], [0.001, 0.001, 0.001], [-0.009, -0.019, 0.021], [0.017, -0.035, -0.006], [-0.026, -0.052, 0.155], [0.109, 0.119, 0.094], [0.066, 0.067, 0.049], [0.000, 0.025, 0.041], [-0.029, -0.035, -0.025], [-0.064, -0.088, -0.049], [0.012, -0.022, -0.064], [-0.081, -0.187, -0.047], [-0.163, -0.263, -0.675], [0.044, 0.326, 0.468], [-0.014, 0.100, 0.148], [0.034, 0.103, 0.143], [-0.085, 0.092, 0.115], [0.072, -0.067, -0.063], [0.020, -0.054, -0.037], [0.071, -0.202, -0.260], [-0.018, 0.075, -0.003], [-0.026, -0.031, -0.029], [0.021, -0.005, -0.038], [0.035, 0.010, -0.010], [0.026, 0.045, 0.049], [0.027, -0.006, -0.015], [-0.019, -0.017, -0.009], [-0.037, -0.007, -0.003], [-0.039, 0.030, -0.007], [-0.036, 0.041, 0.001], [0.006, 0.169, -0.037], [-0.021, -0.026, -0.026], [-0.009, -0.057, 0.014], [0.096, -0.222, 0.083], [-0.218, 0.209, -0.088], [0.257, 0.257, 0.221], [-0.174, -0.095, 0.033], [0.082, 0.038, -0.037], [-0.055, -0.025, 0.011], [0.030, 0.076, 0.046], [0.040, -0.063, 0.021], [0.210, -0.142, -0.007], [-0.104, 0.082, -0.060], [-0.008, 0.011, 0.031], [0.028, -0.019, 0.002], [0.018, 0.034, -0.004], [-0.020, 0.012, 0.042], [0.040, 0.014, -0.008], [-0.052, -0.004, 0.059], [-0.039, -0.011, 0.039], [0.021, -0.081, -0.038], [-0.069, 0.026, -0.061], [-0.024, 0.001, 0.033], [-0.012, 0.008, -0.029], [0.028, 0.012, 0.004], [-0.026, -0.009, -0.026], [0.019, -0.029, 0.027], [0.025, 0.062, -0.021], [-0.047, -0.081, -0.130], [-0.013, 0.023, 0.028], [0.015, -0.014, 0.002], [-0.011, -0.020, -0.003], [0.041, -0.017, 0.003], [0.039, -0.011, -0.038], [-0.035, 0.021, -0.070], [0.002, -0.040, 0.014], [0.032, 0.035, 0.006], [-0.011, -0.017, -0.030], [0.023, 0.029, 0.001], [-0.027, 0.014, 0.038], [0.020, -0.019, 0.013], [-0.007, 0.014, 0.010], [0.042, 0.029, 0.001]],
  "lowdin_charge": [0.12, 0.15, -0.11, 0.07, -0.26, 0.13, -0.14, -0.03, -0.22, 0.00, -0.04, -0.03, -0.08, 0.04, -0.09, 0.00, -0.05, -0.05, 0.00, -0.17, 0.15, 0.14, 0.14, 0.12, 0.12, 0.11, 0.10, 0.12, 0.11, 0.11, 0.12, 0.13, -0.23, -0.02, -0.07, -0.07, -0.09, -0.41, 1.03, -0.28, -0.31, -0.15, 0.01, -0.03, -0.02, -0.07, 0.06, 0.12, 0.12, 0.11, 0.11, 0.10, 0.11, 0.12, 0.12, 0.12, -0.02, -0.64, -0.04, -0.02, -0.16, -0.13, 0.51, -0.17, -0.62, -0.03, -0.03, -0.01, -0.19, -0.64, -0.02, -0.03, -0.02, 0.09, 0.09, 0.07, 0.10, 0.08, 0.06, 0.09, 0.09, 0.09, 0.08, 0.09, 0.07, 0.05, 0.09, 0.09, 0.07, 0.10, 0.07, 0.06, 0.09, 0.09, 0.08, 0.09, 0.07, 0.08, 0.07, 0.09],
  "e_homo_ha": -0.3479,
  "lumo_energy_ev": -3.099,
  "total_energy_ha": -4489.68916,
  "fmax_ev_per_a": 0.8,
  "total_charge": 1,
  "orbital_gap_ev": 6.4
}